The following is a quantum chemistry calculation of a molecular structure, C6H15O9Zn at a distorted geometry, from the Open Molecules 2025 dataset.

Geometry (Å):
Zn -20.61 0.91 1.08
C -19.07 3.11 -2.43
C -19.98 2.98 -1.18
O -20.57 3.98 -0.61
O -19.93 1.92 -0.58
H -18.97 2.22 -3.05
H -18.08 3.40 -2.08
H -19.42 3.86 -3.14
C -18.87 2.57 4.52
C -18.98 2.56 3.01
O -20.06 2.18 2.53
O -17.93 2.73 2.32
H -18.63 3.52 5.01
H -18.15 1.80 4.79
H -19.77 2.18 5.00
C -24.67 2.14 1.73
C -23.44 2.55 1.05
O -22.52 1.69 1.02
O -23.30 3.70 0.55
H -24.78 1.05 1.75
H -25.58 2.59 1.33
H -24.53 2.54 2.74
O -21.32 -0.49 -0.31
H -21.10 -1.04 -1.07
H -22.24 -0.67 -0.15
O -21.22 -0.39 2.52
H -21.19 -1.26 2.93
H -21.82 0.11 3.07
O -18.79 -0.24 0.96
H -18.48 -1.08 0.61
H -18.00 0.18 1.29

Computed properties:
- multiplicity = 2
- LUMO level (alpha / beta) (eV) = -0.57 / -2.86
- orbital gap (alpha / beta) (eV) = 7.767 / 5.092
- E_tot (hartree) = -2694.10224
- expectation value of S² = 0.756

Results of the Löwdin charge analysis, in e, for atoms 1 through 5: number 1, Zn, carries 0.644; number 2, C, carries 0.040; number 3, C, carries -0.526; number 4, O, carries 0.280; number 5, O, carries 0.025